Model P:
DFT (ωB97M-V/def2-TZVPD) results for a structure of composition C3H12NS.

Properties
Charge: +1
Molar mass: 94.20 g mol⁻¹
Lowest unoccupied orbital energy: -3.43 eV
Spin multiplicity: 1

Last column: Mulliken charge in e.
Atoms and positions in Å:
N (1.0166, -0.7343, 1.8873)  -0.52
H (1.8569, -0.2466, 1.5866)  0.38
H (0.1045, -0.3361, 1.1715)  0.12
H (1.1689, -1.7368, 1.8647)  0.35
H (0.7337, -0.4342, 2.8147)  0.38
C (-0.1600, -1.5004, -1.6197)  -1.09
C (-0.2981, 0.0097, -1.4250)  -0.36
S (-1.1692, 0.3106, 0.1627)  -0.12
C (-0.7472, 2.0702, 0.4905)  -0.82
H (0.2371, -1.6733, -2.6178)  0.34
H (-1.0965, -2.0362, -1.4755)  0.34
H (0.5629, -1.8898, -0.8999)  0.29
H (-0.8794, 0.4978, -2.2037)  0.41
H (0.6761, 0.4945, -1.3610)  0.32
H (0.3342, 2.1774, 0.4335)  0.33
H (-1.2203, 2.6742, -0.2795)  0.30
H (-1.1201, 2.3533, 1.4708)  0.35

---

Model Q:
DFT (ωB97M-V/def2-TZVPD) results for a cluster of 2 separate species, C3H12NS in total.

Properties
Charge: +1
Molar mass: 94.20 g mol⁻¹
Lowest unoccupied orbital energy: -3.77 eV
Spin multiplicity: 1

Last column: Mulliken charge in e.
Atoms and positions in Å:
S (-2.3987, 0.3824, -1.4804)  -0.28
C (-2.6643, -2.1891, -0.4032)  -0.93
C (-1.8193, -1.3366, -1.3393)  -0.38
H (-3.6171, 0.0876, -1.9815)  0.16
H (-2.6934, -1.7406, 0.6041)  0.23
H (-2.2391, -3.2037, -0.3244)  0.32
H (-3.6969, -2.2688, -0.7827)  0.31
H (-0.7849, -1.2426, -0.9562)  0.31
H (-1.7644, -1.7842, -2.3503)  0.33
C (-3.2623, 3.4372, 1.8595)  -0.75
N (-3.4227, 1.9612, 2.0489)  -0.24
H (-3.9321, 3.7959, 1.0599)  0.32
H (-2.2223, 3.6770, 1.5812)  0.32
H (-3.5094, 3.9722, 2.7919)  0.34
H (-4.4020, 1.7299, 2.3115)  0.39
H (-3.1908, 1.4521, 1.1721)  0.16
H (-2.7929, 1.6180, 2.8020)  0.39

---

Tell me which of them is the most stable. Sure, it is model P.

---

Model P:
DFT (ωB97M-V/def2-TZVPD) results for an isolated molecule of C4H7NO4.

Properties
SMILES string: N[C@@H](CC(=O)O)C(=O)O
Charge: 0
Molar mass: 133.10 g mol⁻¹
Lowest unoccupied orbital energy: 0.56 eV
Spin multiplicity: 1

Last column: Mulliken charge in e.
Atoms and positions in Å:
N (0.7928, 1.6578, 0.3509)  -0.72
C (0.7144, 0.3309, 0.8594)  0.49
C (-0.7207, -0.1414, 1.1004)  -0.82
C (-1.5912, 0.1075, -0.1154)  0.61
O (-1.3157, 0.7992, -1.0893)  -0.61
O (-2.6412, -0.7115, -0.1319)  -0.45
C (1.4759, -0.6424, -0.1042)  0.30
O (1.2128, -1.7858, 0.0381)  -0.55
O (2.2668, -0.0210, -0.9396)  -0.54
H (-0.0839, 2.1380, -0.0213)  0.20
H (1.1964, 2.4083, 0.9002)  0.20
H (1.2013, 0.2453, 1.8416)  0.40
H (-1.2609, 0.3121, 1.9720)  0.36
H (-0.6550, -1.2341, 1.1901)  0.33
H (-3.1968, -0.5065, -0.9156)  0.35
H (1.7961, 0.8576, -0.8830)  0.44

---

Model Q:
DFT (ωB97M-V/def2-TZVPD) results for an isolated molecule of C4H7NO4.

Properties
Charge: 0
Molar mass: 133.10 g mol⁻¹
Lowest unoccupied orbital energy (spin up / spin down): -0.14 / -1.92 eV
Spin multiplicity: 1

Last column: Mulliken charge in e.
Atoms and positions in Å:
C (0.2746, 0.9613, -0.6320)  -0.46
C (-0.4240, -0.2219, -1.2313)  -0.47
C (0.4738, 0.6545, 0.8957)  -0.22
C (0.8369, -0.8112, 1.0353)  -0.15
N (-1.6830, -0.6246, -0.8823)  1.04
O (-2.0012, -1.6982, -1.3990)  -0.61
O (-2.3751, 0.1031, -0.1408)  -0.69
O (-0.6609, 1.0020, 1.6107)  -0.54
O (1.9064, -1.3130, 0.4691)  -0.44
H (1.2758, 0.9139, -1.0386)  0.34
H (-0.4040, 1.8442, -0.7295)  0.32
H (-0.2176, -0.4554, -2.2462)  0.38
H (1.3921, 1.3540, 1.2273)  0.29
H (0.3673, -1.5345, 1.7025)  0.40
H (-1.3408, 0.5178, 1.1776)  0.48
H (2.5797, -0.6919, 0.1813)  0.35

---

Tell me which of them is the most stable. Sure, it is model P.

---

Model P:
DFT (ωB97M-V/def2-TZVPD) results for an isolated molecule of C4H7NO4.

Properties
SMILES string: CC(=O)OCC[N+](=O)[O-]
Charge: 0
Molar mass: 133.10 g mol⁻¹
Lowest unoccupied orbital energy: -0.03 eV
Spin multiplicity: 1

Last column: Mulliken charge in e.
Atoms and positions in Å:
C (2.1882, -1.0578, -0.3134)  -0.95
C (1.2100, -0.1803, 0.4390)  0.87
O (0.9164, -0.3240, 1.6288)  -0.57
O (0.6977, 0.7973, -0.3579)  -0.39
C (-0.4332, 1.5807, 0.2523)  -0.42
C (-1.5737, 0.7640, -0.4600)  -0.60
N (-1.8444, -0.6360, 0.0805)  0.90
O (-1.3671, -1.5515, -0.6631)  -0.53
O (-2.5335, -0.8978, 1.0322)  -0.54
H (2.8729, -0.6329, -1.2451)  0.27
H (1.6344, -2.1622, -0.6276)  0.21
H (2.8917, -1.5885, 0.4975)  0.31
H (-0.5564, 1.3321, 1.3787)  0.33
H (-0.3351, 2.6851, 0.0944)  0.36
H (-2.3795, 1.2765, -0.2381)  0.44
H (-1.3883, 0.5953, -1.4983)  0.31

---

Model Q:
DFT (ωB97M-V/def2-TZVPD) results for an isolated molecule of C4H7NO4.

Properties
SMILES string: N[C@@H](CC(=O)O)C(=O)O
Charge: 0
Molar mass: 133.10 g mol⁻¹
Lowest unoccupied orbital energy: 0.54 eV
Spin multiplicity: 1

Last column: Mulliken charge in e.
Atoms and positions in Å:
N (-1.6967, 0.8126, 1.1912)  -0.74
C (-0.4692, 0.6509, 0.4606)  0.10
C (-0.1106, -0.8439, 0.4495)  -0.86
C (1.3930, -1.0381, 0.3915)  0.57
O (2.2656, -0.3176, 0.8154)  -0.56
O (1.6260, -2.2536, -0.1816)  -0.47
C (-0.5283, 1.0802, -1.0209)  0.32
O (-1.3340, 1.7929, -1.5243)  -0.55
O (0.6840, 0.6980, -1.5470)  -0.40
H (-1.9581, 1.8166, 1.1109)  0.32
H (-2.3873, 0.3046, 0.5804)  0.31
H (0.3193, 1.2554, 0.8415)  0.45
H (-0.5234, -1.2745, -0.4117)  0.37
H (-0.5984, -1.3524, 1.2962)  0.44
H (2.5487, -2.5796, -0.0641)  0.35
H (0.7693, 1.2486, -2.3877)  0.35

---

Tell me which of them is the most stable. Sure, it is model Q.